The following is a quantum chemistry calculation of a cluster of 3 separate species, C5H14O3 in total in a non-equilibrium geometry, from the Open Molecules 2025 dataset.

The geometry in ORCA input format:
```
! RIJCOSX wB97M-V def2-TZVPD def2/J DEFGRID3
* xyz 0 1
O -0.5742 0.0377 3.0881
C 0.1746 0.2838 2.1683
C -0.2972 0.9829 0.9268
C -1.5270 0.3489 0.2485
C -1.6169 0.6328 -1.2581
C -1.6623 -1.1780 0.4649
H 1.2262 0.0346 2.3513
H -0.6176 1.9312 1.3576
H 0.4847 1.0593 0.1697
H -2.3795 0.7850 0.7005
H -2.2295 1.5186 -1.4303
H -1.9343 -0.2317 -1.8276
H -0.6593 0.8622 -1.7385
H -0.9970 -1.6686 -0.2074
H -1.5157 -1.4017 1.5168
H -2.6555 -1.4329 0.0892
H 2.3172 -2.5790 -0.5260
H 3.1941 -1.3855 -1.2628
O 2.4610 -1.6527 -0.7058
H 2.7213 0.6833 -2.0905
H 2.8011 1.3947 -0.6618
O 3.2859 0.9754 -1.3730
*
```

Its energy above the lowest of the compared OMol25 structures with the same formula, charge and spin is 0.590 eV. As for the SMILES: CC(C)CC=O.O.O. The value obtained for the max |F| is 1.563 eV/A. For the total energy, the calculation gives -424.584554 Ha.


The following is a quantum chemistry calculation of a cluster of 4 separate species, C5H14O3 in total in a non-equilibrium geometry, from the Open Molecules 2025 dataset.

The geometry in ORCA input format:
```
! RIJCOSX wB97M-V def2-TZVPD def2/J DEFGRID3
* xyz 0 1
C 1.4146 -1.2663 0.0623
C 0.7755 -1.2909 -1.3044
C -2.9613 -0.8262 -0.7164
O -0.5485 0.7827 1.9517
C -1.5192 -0.7867 -0.7560
C -0.6566 -1.7257 -1.1673
H 2.3472 -0.6707 0.0624
H 1.3825 -2.2773 0.5322
H 0.7246 -0.7613 0.7424
H 1.2903 -1.8465 -2.1320
H 0.6356 -0.2179 -1.5181
H -3.3936 -1.7829 -0.9562
H -3.7544 -0.1120 -0.5908
H -0.6494 0.9533 2.9070
H -1.0565 0.1558 -0.5644
H -0.9633 -2.7811 -1.1391
H 1.4021 1.8085 0.1517
H 2.2242 2.6904 1.9969
O 1.6491 1.9105 1.6596
H 0.1911 2.3451 -0.7775
H 0.2829 1.2981 1.8559
O 1.0267 1.8784 -0.7713
*
```

Its energy above the lowest of the compared OMol25 structures with the same formula, charge and spin is 5.175 eV. The value obtained for the max |F| is 6.157 eV/A. For the total energy, the calculation gives -424.416066 Ha.


The following is a quantum chemistry calculation of a cluster of 4 separate species, C5H14O3 in total in a non-equilibrium geometry, from the Open Molecules 2025 dataset.

The geometry in ORCA input format:
```
! RIJCOSX wB97M-V def2-TZVPD def2/J DEFGRID3
* xyz 0 1
C 0.6568 -0.6260 -1.0325
C 0.1852 -0.2916 0.3180
C 0.6614 -0.9455 1.4365
C -0.6984 1.9744 0.1055
C -0.8651 0.6523 0.4083
H -0.0072 -1.1478 -1.6107
H 1.5247 -1.2208 -0.9057
H 0.8994 0.2793 -1.6547
H 1.4400 -1.5647 1.3940
H 0.2277 -0.8583 2.4537
H 0.1921 2.2182 -0.3982
H -1.5467 2.5455 -0.1498
H -1.8580 0.2527 0.6622
H 2.6169 1.2309 2.5685
H 1.9642 1.1839 1.1575
O 2.7205 1.5037 1.6470
H -1.7504 -3.4118 1.2138
H -0.1722 -3.0489 1.2157
O -0.8427 -3.7557 1.4848
H -1.5786 0.9964 -3.9053
H -1.6201 2.3219 -2.9155
O -2.1492 1.7120 -3.4933
*
```

Its energy above the lowest of the compared OMol25 structures with the same formula, charge and spin is 2.099 eV. As for the SMILES: C=CC(=C)C.O.O.O. The value obtained for the max |F| is 5.100 eV/A. For the total energy, the calculation gives -424.529084 Ha.


The following is a quantum chemistry calculation of a cluster of 3 separate species, C5H14O3 in total in a non-equilibrium geometry, from the Open Molecules 2025 dataset.

The geometry in ORCA input format:
```
! RIJCOSX wB97M-V def2-TZVPD def2/J DEFGRID3
* xyz 0 1
C -0.4931 -1.1633 -0.7442
O -0.8178 -1.8831 0.4433
C -0.8637 0.3137 -0.5927
C -0.1681 0.9223 0.5878
C 1.2729 0.8615 0.6678
C 2.2325 1.8175 0.3650
H 0.5350 -1.2843 -0.9466
H -1.0883 -1.6963 -1.6830
H -0.4431 -2.7608 0.3489
H -1.9735 0.2298 -0.6047
H -0.4996 0.7963 -1.5059
H -0.4494 1.9835 0.7212
H -0.4536 0.3050 1.5235
H 1.7524 -0.0911 0.8715
H 3.3345 1.4023 0.3522
H 1.9761 2.9038 0.2819
H -2.1967 -1.4517 1.7672
H -3.4343 -0.9854 2.4970
O -2.8253 -0.6591 1.9338
H 2.4488 0.9175 -2.9832
H 2.1676 0.7467 -1.5563
O 1.9482 0.3516 -2.4754
*
```

Its energy above the lowest of the compared OMol25 structures with the same formula, charge and spin is 1.724 eV. As for the SMILES: C=CCCCO.O.O. The value obtained for the max |F| is 5.462 eV/A. For the total energy, the calculation gives -424.542858 Ha.


The following is a quantum chemistry calculation of a cluster of 4 separate species, C5H14O3 in total in a non-equilibrium geometry, from the Open Molecules 2025 dataset.

The geometry in ORCA input format:
```
! RIJCOSX wB97M-V def2-TZVPD def2/J DEFGRID3
* xyz 1 2
C 1.3300 2.3838 0.0559
C 0.1904 1.6766 0.1482
C 0.1337 0.2960 -0.2435
C -0.9676 -0.4301 -0.5620
C -1.0343 -1.7879 -1.0654
H 1.2428 3.4530 0.2264
H 2.3466 2.0783 -0.1622
H -0.7701 2.1832 0.0252
H 1.1723 -0.1363 -0.2395
H -1.8906 0.1885 -0.6080
H -0.1048 -2.2333 -1.4097
H -1.4798 -1.7661 -2.0904
H -1.5171 -2.5514 -0.4671
H 1.3103 -1.0825 3.4098
H 2.0038 -0.0058 2.6828
O 1.3273 -0.1167 3.3633
H -0.1629 -2.2809 1.3201
H 1.3416 -2.1005 1.3073
O 0.6118 -2.4389 0.7690
H -0.9594 1.2035 -3.2197
H -2.4644 0.9379 -3.1126
O -1.7027 1.2217 -2.5941
*
```

Its energy above the lowest of the compared OMol25 structures with the same formula, charge and spin is 0.260 eV. The expectation value of S² is 0.779. The value obtained for the max |F| is 4.448 eV/A. For the total energy, the calculation gives -424.244859 Ha.


The following is a quantum chemistry calculation of a cluster of 2 separate species, C5H14O3P in total in a non-equilibrium geometry, from the Open Molecules 2025 dataset.

The geometry in ORCA input format:
```
! RIJCOSX wB97M-V def2-TZVPD def2/J DEFGRID3
* xyz -1 1
O -0.5052 -0.4612 0.8404
C 0.2480 0.3297 0.2640
O 0.1516 1.7317 0.3104
C -1.1783 2.1700 0.6540
C -2.3058 1.7501 -0.3909
P -3.8241 0.8754 0.3780
H 1.0958 -0.1070 -0.3835
H -1.1420 3.3125 0.6501
H -1.4052 1.8783 1.7271
H -2.6200 2.6902 -0.9674
H -1.8999 1.0461 -1.1958
H -3.7340 -0.1309 -0.6654
H -4.6969 1.9988 0.1329
H -3.1974 0.7235 1.6599
H -4.9485 0.0964 0.9153
C 3.7952 -2.7824 0.0197
C 3.6776 -1.6584 -1.0336
O 2.3798 -1.3693 -1.1954
H 3.2768 -3.6922 -0.2996
H 4.8536 -3.0449 0.1766
H 3.3881 -2.4741 0.9881
H 4.2411 -2.0325 -1.9174
H 4.3498 -0.8499 -0.6673
*
```

Its energy above the lowest of the compared OMol25 structures with the same formula, charge and spin is 0.000 eV. The value obtained for the max |F| is 2.848 eV/A. For the total energy, the calculation gives -765.835693 Ha.


The following is a quantum chemistry calculation of a cluster of 2 separate species, C5H14OS in total in a non-equilibrium geometry, from the Open Molecules 2025 dataset.

The geometry in ORCA input format:
```
! RIJCOSX wB97M-V def2-TZVPD def2/J DEFGRID3
* xyz 0 1
C 0.6876 -0.7207 2.4762
C 1.0212 -0.4615 0.9860
C 0.0541 0.6319 0.3703
C 0.5900 0.9027 -1.0404
S -0.3578 1.6049 -2.4017
C -1.7597 2.4122 -1.5687
H 0.8240 0.2201 3.1251
H -0.3280 -0.8666 2.5366
H 1.1327 -1.6301 2.8492
H 0.9170 -1.3804 0.4468
H 2.1586 -0.2248 0.8333
H 0.0580 1.4612 1.0202
H -0.9013 0.1104 0.4233
H 1.5877 1.4246 -1.0245
H 1.0862 -0.1321 -1.2593
H -2.4615 1.7686 -1.0729
H -2.3765 2.8947 -2.3275
H -1.3513 3.1929 -0.8878
H -0.0775 -3.8370 -0.3588
H 0.0895 -3.6430 -1.9140
O -0.5931 -3.7281 -1.2113
*
```

Its energy above the lowest of the compared OMol25 structures with the same formula, charge and spin is 1.110 eV. As for the SMILES: CCCCSC.O. The value obtained for the max |F| is 3.200 eV/A. For the total energy, the calculation gives -672.278938 Ha.


The following is a quantum chemistry calculation of an isolated molecule of C5H14OSi2 in a non-equilibrium geometry, from the Open Molecules 2025 dataset.

The geometry in ORCA input format:
```
! RIJCOSX wB97M-V def2-TZVPD def2/J DEFGRID3
* xyz 0 1
C -2.4306 -2.4045 -1.1247
C -1.5542 -1.9597 -0.1834
C 3.8394 -0.0251 -0.0039
C -1.4571 1.1722 -1.1546
C -1.5166 0.7221 1.9746
O 1.0007 -0.1976 0.4501
Si 2.0622 0.9668 0.1496
Si -1.1414 -0.1199 0.1567
H -2.5709 -3.4015 -1.4347
H -2.9608 -1.5728 -1.6717
H -0.7472 -2.6091 0.1632
H 4.4597 0.3314 -0.9020
H 4.4839 0.0957 0.8849
H 3.8361 -1.0682 -0.2733
H -0.6307 1.8983 -0.9475
H -1.2814 0.7253 -2.2627
H -2.5158 1.5146 -1.1350
H -0.8597 0.2432 2.7467
H -1.5461 1.7844 2.1057
H -2.4756 0.4412 2.2285
H 2.1484 1.8129 1.3515
H 1.8576 1.6503 -1.1181
*
```

Its energy above the lowest of the compared OMol25 structures with the same formula, charge and spin is 0.959 eV. As for the SMILES: C=C[Si](C)(C)O[SiH2]C. The value obtained for the max |F| is 4.795 eV/A. For the total energy, the calculation gives -853.104563 Ha.


The following is a quantum chemistry calculation of a cluster of 2 separate species, C5H14S in total, from the Open Molecules 2025 dataset.

The geometry in ORCA input format:
```
! RIJCOSX wB97M-V def2-TZVPD def2/J DEFGRID3
* xyz 0 1
C 0.1307 1.3299 1.7250
C 1.4945 1.9847 1.5749
C -0.5559 1.7375 3.0570
H 0.2052 0.2442 1.7126
H -0.5240 1.6628 0.9164
H 2.2756 1.3760 2.0430
H 1.8131 2.2498 0.5670
H -1.2660 2.5422 2.8401
H 0.1473 2.1632 3.7763
H 1.5230 2.9271 2.1287
H -1.1126 0.9352 3.5256
C 0.9622 -0.7667 -2.2210
C -1.4639 -0.7539 -0.9210
S -0.3237 -1.9137 -1.7226
H 1.4363 -0.3180 -1.3401
H 1.7412 -1.3085 -2.7587
H 0.6365 0.0699 -2.8451
H -2.4811 -0.8987 -1.2871
H -1.2021 0.2622 -1.2007
H -1.3897 -0.8335 0.1608
*
```

Its energy above the lowest of the compared OMol25 structures with the same formula, charge and spin is 0.433 eV. As for the SMILES: CCC.CSC. The value obtained for the max |F| is 0.927 eV/A. For the total energy, the calculation gives -597.061399 Ha.


The following is a quantum chemistry calculation of a cluster of 2 separate species, C5H14S2 in total in a non-equilibrium geometry, from the Open Molecules 2025 dataset.

The geometry in ORCA input format:
```
! RIJCOSX wB97M-V def2-TZVPD def2/J DEFGRID3
* xyz 0 1
C 0.0221 1.9404 2.7495
C 1.3573 2.5743 2.5856
C -0.3481 0.2923 0.3299
S -1.1012 1.7721 1.2249
H 0.0135 0.9445 3.1676
H -0.5716 2.7336 3.2051
H 2.1050 2.0199 3.2161
H 1.4826 3.6606 2.8617
H 0.2325 0.5848 -0.4998
H 0.4153 -0.1811 1.0342
H -1.0599 -0.3428 -0.1108
H 1.5611 2.7280 1.5166
C -1.9634 -1.8637 -2.0761
C 0.9869 -2.3462 -2.6330
S -0.6463 -3.2281 -2.2688
H -2.7180 -2.0572 -2.7832
H -2.1664 -1.7752 -0.9739
H -1.5384 -0.8971 -2.3920
H 0.9795 -1.4472 -2.2666
H 1.1608 -2.2742 -3.7285
H 1.7967 -2.8377 -2.1586
*
```

Its energy above the lowest of the compared OMol25 structures with the same formula, charge and spin is 2.205 eV. As for the SMILES: CCSC.CSC. The value obtained for the max |F| is 5.678 eV/A. For the total energy, the calculation gives -995.191271 Ha.


The following is a quantum chemistry calculation of a structure of composition C5H15CrINO2 in a non-equilibrium geometry, from the Open Molecules 2025 dataset.

The geometry in ORCA input format:
```
! RIJCOSX wB97M-V def2-TZVPD def2/J DEFGRID3
* xyz 1 5
Cr -0.3154 3.2505 -1.9712
I -0.5653 0.6901 -2.7730
C -4.8177 0.2850 -4.8780
O -3.6074 0.9305 -5.0899
H -5.5410 0.2769 -5.6934
H -4.5262 -0.7443 -4.6693
H -5.3761 0.7643 -4.0739
H -2.9777 0.7131 -4.3987
C 3.2807 0.7543 1.1261
C 1.9891 -0.1438 1.3998
C 1.5635 0.1033 2.8839
O 0.3416 -0.5407 3.1764
C 0.4388 -1.9272 3.2987
N 1.0129 0.2786 0.4183
H 4.0226 0.1929 1.6939
H 3.0597 1.7578 1.4897
H 3.6364 0.6065 0.1064
H 2.3314 -1.1647 1.2304
H 1.3261 1.1592 3.0135
H 2.3061 -0.1073 3.6535
H 0.8063 -2.2245 4.2809
H 0.8827 -2.5460 2.5189
H -0.6112 -2.2112 3.2292
H 1.2514 -0.0420 -0.5093
H 0.0888 -0.1113 0.5373
*
```

Its energy above the lowest of the compared OMol25 structures with the same formula, charge and spin is 0.000 eV. The expectation value of S² is 6.380. The value obtained for the max |F| is 2.765 eV/A. For the total energy, the calculation gives -1746.498938 Ha.


The following is a quantum chemistry calculation of a structure of composition C5H15IN2O2Re in a non-equilibrium geometry, from the Open Molecules 2025 dataset.

The geometry in ORCA input format:
```
! RIJCOSX wB97M-V def2-TZVPD def2/J DEFGRID3
* xyz 2 4
C -1.3077 1.2527 -2.3201
C -1.2627 -1.3970 -2.2715
H -2.2629 1.6863 -1.9996
H -1.3669 0.9341 -3.3602
H -0.5947 2.0873 -2.2698
H -1.2227 -2.3750 -1.7655
H -2.2915 -1.2717 -2.6089
H -0.5864 -1.4943 -3.1320
Re -0.5154 -0.0557 -0.9156
C 1.2808 -0.0967 -1.8752
H 1.6935 -1.1151 -1.9209
H 1.9786 0.5319 -1.3005
H 1.2046 0.3112 -2.8929
I -2.9171 -0.2119 0.2573
C 1.0100 1.1546 3.9871
O 0.8223 1.6251 2.6250
C 0.5439 0.7888 1.6420
O 0.0927 1.2627 0.5634
N 0.7351 -0.5239 1.7944
N 0.2569 -1.3688 0.6986
H 2.0769 1.2128 4.2241
H 0.6259 0.1376 4.1636
H 0.4428 1.8598 4.5945
H 1.0340 -0.9514 2.6822
H 1.0157 -1.9711 0.3666
H -0.4858 -2.0120 1.0339
*
```

Its energy above the lowest of the compared OMol25 structures with the same formula, charge and spin is 1.328 eV. The expectation value of S² is 4.207. The value obtained for the max |F| is 4.004 eV/A. For the total energy, the calculation gives -834.634767 Ha.